# 1
{
  "formula": "C41H40AsClCrN4S2",
  "method": "wB97M-V/def2-TZVPD",
  "symbols": ["Cr", "C", "C", "C", "C", "C", "C", "C", "C", "C", "C", "H", "H", "H", "H", "H", "H", "H", "H", "H", "H", "H", "H", "H", "H", "H", "N", "C", "N", "C", "C", "S", "C", "C", "S", "C", "N", "N", "H", "H", "H", "H", "H", "H", "Cl", "C", "C", "C", "C", "C", "C", "C", "H", "H", "H", "H", "H", "H", "C", "C", "C", "C", "C", "C", "As", "C", "C", "C", "C", "C", "C", "C", "C", "C", "C", "C", "C", "H", "H", "H", "H", "H", "H", "H", "H", "H", "H", "H", "H", "H"],
  "positions_angstrom": [[1.3087, 1.5100, 0.6226], [0.5441, 1.9297, 2.9537], [0.9302, 3.0831, 2.2092], [0.0272, 3.2197, 1.1117], [-0.8767, 2.1327, 1.1649], [-0.5317, 1.3313, 2.2983], [-1.3043, 0.1797, 2.8599], [-2.1870, 2.1056, 0.4291], [-0.1549, 4.4856, 0.3388], [1.7959, 4.2130, 2.6964], [1.0330, 1.4980, 4.2995], [-0.6498, -0.6496, 3.1383], [-2.0580, -0.1898, 2.1705], [-1.8201, 0.5010, 3.7706], [-2.1626, 1.5111, -0.4823], [-2.4820, 3.1169, 0.1502], [-2.9676, 1.6852, 1.0629], [-0.7662, 5.1829, 0.9187], [-0.6515, 4.3180, -0.6162], [0.7974, 4.9792, 0.1412], [2.5304, 4.5435, 1.9593], [2.3130, 3.9506, 3.6196], [1.1648, 5.0764, 2.9181], [1.1970, 0.4192, 4.3426], [0.2702, 1.7376, 5.0470], [1.9525, 1.9942, 4.5939], [0.8303, -0.7166, -2.1757], [1.5492, -1.2121, -1.1523], [1.8579, -0.5617, -0.0445], [2.5206, -1.4369, 0.8323], [2.6941, -2.6887, 0.3791], [2.0348, -2.8601, -1.1937], [3.1056, -0.9259, 2.0782], [3.7959, -1.6460, 2.9868], [4.5181, -0.5923, 4.1357], [3.8486, 0.7561, 3.2908], [3.0945, 0.4411, 2.2754], [4.0964, 2.0353, 3.7058], [0.6601, 0.2749, -2.1903], [0.8569, -1.1865, -3.0644], [3.1818, -3.5155, 0.8697], [3.9440, -2.7133, 3.0440], [4.8700, 2.2009, 4.3245], [3.8682, 2.7760, 3.0650], [3.6999, 2.6168, 0.4192], [3.9628, 1.9202, -1.1803], [5.2219, 1.5229, -1.5727], [5.3629, 0.9751, -2.8415], [4.2559, 0.8775, -3.6734], [3.0045, 1.2965, -3.2390], [2.8154, 1.8128, -1.9594], [1.5051, 2.2452, -1.3733], [6.0718, 1.6452, -0.9138], [6.3362, 0.6415, -3.1777], [4.3686, 0.4792, -4.6744], [2.1592, 1.2445, -3.9180], [0.6713, 2.0942, -2.0670], [1.5502, 3.3255, -1.2093], [-6.1068, -1.7119, 1.3711], [-5.0168, -2.3847, 1.9112], [-3.7552, -2.2210, 1.3564], [-3.5677, -1.3934, 0.2510], [-4.6635, -0.7224, -0.2843], [-5.9278, -0.8830, 0.2733], [-1.7485, -1.1829, -0.4856], [-1.5395, -3.0761, -0.8949], [-1.0911, -4.0682, -0.0357], [-1.0699, -5.3896, -0.4658], [-1.5070, -5.7082, -1.7481], [-1.9545, -4.7142, -2.6078], [-1.9636, -3.3875, -2.1880], [-2.3689, -2.2186, -3.0068], [-2.7640, -2.2653, -4.3390], [-3.0626, -1.0911, -5.0179], [-2.9593, 0.1368, -4.3745], [-2.5714, 0.1897, -3.0380], [-2.2917, -0.9832, -2.3518], [-7.0903, -1.8307, 1.8080], [-5.1496, -3.0399, 2.7627], [-2.9143, -2.7521, 1.7899], [-4.5437, -0.0835, -1.1511], [-6.7730, -0.3552, -0.1517], [-0.7460, -3.8185, 0.9615], [-0.7214, -6.1719, 0.1973], [-1.4973, -6.7389, -2.0803], [-2.3103, -4.9809, -3.5961], [-2.8423, -3.2155, -4.8545], [-3.3678, -1.1333, -6.0559], [-3.1815, 1.0507, -4.9103], [-2.4974, 1.1540, -2.5481]],
  "forces_ev_per_angstrom": [[-0.1, -0.5, 0.4], [0.3, 0.0, -0.1], [-0.3, 0.4, 0.0], [-0.1, 0.4, 0.5], [-0.1, 0.1, -0.3], [0.0, -0.2, -0.1], [0.0, 0.0, 0.0], [0.2, -0.2, -0.1], [0.1, 0.0, -0.2], [0.1, -0.2, 0.0], [-0.1, -0.1, 0.0], [0.0, 0.0, 0.0], [0.0, 0.0, 0.0], [0.0, 0.0, 0.0], [0.0, 0.0, 0.0], [0.0, 0.0, 0.0], [0.0, 0.0, 0.0], [0.0, 0.0, 0.0], [0.0, 0.0, 0.0], [0.0, 0.0, 0.0], [0.0, 0.0, 0.0], [-0.1, 0.0, 0.0], [0.0, 0.0, 0.0], [0.0, 0.0, 0.0], [0.0, 0.0, 0.0], [-0.1, 0.0, 0.0], [0.1, 0.1, 0.1], [-0.1, 0.1, 0.0], [-0.1, 0.0, 0.4], [0.0, 0.4, 0.1], [0.0, -0.3, 0.0], [0.0, -0.1, -0.1], [-0.2, 0.2, -0.3], [0.0, -0.2, 0.2], [0.1, 0.0, 0.1], [0.1, 0.2, 0.0], [0.0, -0.1, -0.1], [-0.1, -0.3, 0.0], [0.0, 0.0, 0.0], [-0.1, 0.0, 0.0], [0.0, 0.1, -0.1], [0.0, 0.1, 0.0], [0.1, 0.0, 0.0], [0.1, 0.0, 0.0], [0.4, 0.2, -0.3], [-0.1, 0.0, 0.1], [0.1, 0.0, 0.0], [0.0, 0.0, 0.0], [0.0, 0.0, 0.0], [0.0, 0.0, -0.1], [-0.2, 0.1, 0.2], [0.1, 0.0, 0.0], [0.0, 0.0, 0.0], [0.0, 0.0, 0.0], [0.0, 0.0, 0.0], [0.0, 0.0, 0.0], [0.0, 0.0, 0.0], [-0.1, 0.0, 0.0], [0.1, 0.0, 0.0], [0.0, 0.1, -0.1], [0.0, 0.1, 0.0], [0.0, 0.1, 0.0], [0.0, 0.0, 0.1], [0.1, 0.0, 0.0], [-0.3, -0.2, -0.1], [0.0, 0.1, 0.1], [0.0, 0.0, -0.1], [0.0, 0.0, 0.0], [0.0, 0.0, 0.0], [0.0, 0.0, 0.0], [0.0, 0.1, -0.1], [0.1, -0.1, 0.1], [0.0, 0.0, 0.0], [0.0, 0.0, 0.0], [0.0, -0.1, 0.0], [0.0, 0.0, -0.1], [0.0, 0.0, 0.0], [0.0, 0.0, 0.0], [0.0, 0.0, 0.0], [0.0, 0.0, 0.0], [0.0, 0.0, 0.0], [0.0, 0.0, 0.0], [0.0, 0.0, 0.0], [0.0, 0.0, 0.0], [0.0, 0.0, 0.0], [0.1, 0.0, 0.0], [0.0, 0.0, 0.0], [0.0, 0.0, 0.0], [0.0, 0.0, 0.0], [0.0, 0.0, 0.0]],
  "mulliken_charge": [0.982, 0.862, 0.027, 0.404, 0.787, 1.619, -1.332, -1.814, -2.014, -1.605, -1.684, 0.283, 0.288, 0.388, -0.091, 0.563, 0.416, 0.402, 0.543, 0.474, 0.200, 0.653, 0.370, 0.274, 0.403, 0.611, 0.526, -0.692, 1.407, -0.414, -0.481, -0.213, -0.962, -0.522, -0.245, -0.096, 0.718, -0.218, -0.637, 0.250, 0.465, 0.471, 0.230, 0.131, -0.210, 0.992, -0.767, -0.544, -0.803, -0.467, -0.074, -2.092, 0.491, 0.416, 0.420, 0.483, 0.989, 0.900, -0.622, -0.778, 0.003, 0.787, -0.429, -0.675, 0.299, 0.263, -0.483, -0.873, -0.825, -0.593, 0.198, 0.430, -0.706, -0.868, -0.905, -0.335, 0.352, 0.391, 0.423, 0.311, 0.357, 0.423, 0.495, 0.457, 0.423, 0.417, 0.411, 0.401, 0.469, 0.325],
  "s2": 3.93,
  "charge": 1,
  "lumo_ev": [-3.059, -1.955],
  "spin_multiplicity": 4
}

# 2
{
  "formula": "C41H40F6N2O2P",
  "method": "wB97M-V/def2-TZVPD",
  "symbols": ["C", "N", "C", "C", "F", "F", "F", "C", "C", "C", "C", "C", "C", "C", "C", "C", "N", "C", "C", "C", "F", "F", "F", "C", "C", "C", "C", "H", "H", "H", "H", "H", "H", "H", "H", "H", "H", "H", "H", "H", "H", "H", "H", "H", "H", "H", "C", "C", "O", "C", "C", "P", "C", "C", "C", "C", "C", "C", "C", "C", "C", "C", "C", "C", "C", "C", "C", "C", "C", "C", "O", "H", "H", "H", "H", "H", "H", "H", "H", "H", "H", "H", "H", "H", "H", "H", "H", "H", "H", "H", "H", "H"],
  "positions_angstrom": [[5.6260, 4.2493, -1.5024], [5.6475, 2.8057, -1.6502], [6.9350, 2.2321, -1.9819], [7.1568, 2.2149, -3.4713], [8.2798, 1.5775, -3.8743], [6.0854, 1.6249, -4.1065], [7.2076, 3.5113, -3.9417], [4.5294, 2.0744, -1.3967], [4.5724, 0.6627, -1.1943], [3.4241, -0.0117, -0.8633], [2.1432, 0.5990, -0.8904], [0.9357, -0.1545, -0.7308], [-0.2439, 0.3882, -1.4146], [-0.6582, -0.1318, -2.6636], [-1.6622, 0.4782, -3.3923], [-2.4251, 1.5183, -2.8094], [-3.5229, 2.0408, -3.4328], [-3.7974, 1.7271, -4.8208], [-4.5701, 2.7620, -2.7240], [-4.3397, 4.2425, -2.6058], [-5.5021, 4.9682, -2.5583], [-3.6284, 4.5804, -1.4663], [-3.6079, 4.7045, -3.6762], [-2.0399, 2.0168, -1.5353], [-0.9821, 1.4574, -0.8487], [2.1230, 1.9969, -1.1303], [3.2739, 2.7108, -1.3744], [4.9659, 4.5347, -0.6793], [6.6488, 4.5632, -1.2672], [5.2664, 4.7673, -2.4170], [7.6992, 2.9009, -1.5468], [7.0246, 1.2057, -1.6228], [5.5375, 0.1543, -1.2687], [3.5118, -1.0631, -0.6087], [0.9857, -1.2394, -0.6816], [-0.1187, -0.9748, -3.0886], [-1.9122, 0.1263, -4.3841], [-2.8742, 1.7306, -5.4231], [-4.2587, 0.7184, -4.9301], [-4.4782, 2.4682, -5.2389], [-5.4917, 2.6321, -3.3194], [-4.6726, 2.3570, -1.7096], [-2.5759, 2.8600, -1.1326], [-0.6821, 1.8872, 0.1121], [1.1711, 2.5342, -1.1341], [3.2483, 3.7908, -1.5811], [4.6643, -0.2968, 2.2443], [3.2682, -0.6278, 2.7269], [2.3199, -0.6568, 1.6236], [1.1096, -0.9999, 2.1117], [0.0006, -1.0814, 1.1442], [-1.3830, -1.9401, 1.8557], [-2.4034, -0.8701, 2.9104], [-3.7900, -0.7755, 2.6930], [-4.6039, -0.0646, 3.5775], [-4.0415, 0.5775, 4.6889], [-2.6610, 0.5005, 4.8982], [-1.8457, -0.1950, 4.0093], [-2.4241, -2.4198, 0.4662], [-2.6304, -3.7805, 0.1809], [-3.4239, -4.1546, -0.9065], [-3.9672, -3.1716, -1.7439], [-3.7598, -1.8179, -1.4670], [-3.0046, -1.4368, -0.3562], [-1.0234, -3.3907, 2.8284], [-1.8642, -3.7250, 3.8971], [-1.6308, -4.8871, 4.6320], [-0.5511, -5.7110, 4.3072], [0.2874, -5.3827, 3.2295], [0.0672, -4.2145, 2.4940], [0.9978, -1.1797, 3.3404], [5.3239, -0.4410, 3.1145], [4.9955, -0.9621, 1.4384], [4.7479, 0.7484, 1.9214], [3.2852, -1.6088, 3.1937], [2.9363, 0.1402, 3.4324], [-0.3898, -0.0512, 0.9415], [-4.2437, -1.2737, 1.8320], [-5.6792, -0.0231, 3.4011], [-4.6833, 1.1199, 5.3852], [-2.2282, 0.9802, 5.7706], [-0.7711, -0.2343, 4.1778], [-2.1839, -4.5391, 0.8245], [-3.6119, -5.2094, -1.1050], [-4.5555, -3.4690, -2.6126], [-4.1980, -1.0666, -2.1199], [-2.8818, -0.3805, -0.1211], [-2.6981, -3.0681, 4.1509], [-2.3008, -5.1421, 5.4539], [-0.3622, -6.6179, 4.8931], [1.1116, -6.0512, 2.9644], [0.7249, -3.9479, 1.6556]],
  "forces_ev_per_angstrom": [[-0.2, 0.5, -0.4], [0.1, -0.1, 0.2], [0.1, 0.1, 0.5], [-0.7, 0.5, -1.8], [-0.9, 0.5, 0.6], [1.1, 0.4, 0.6], [0.1, -1.3, 0.3], [0.2, -0.7, -0.5], [0.0, 0.4, 0.0], [0.3, -0.3, -0.4], [0.0, 0.3, 1.2], [0.6, -1.2, -2.4], [-1.5, 0.3, 0.3], [0.7, 0.5, 0.7], [-0.5, 0.3, 0.4], [0.6, -0.1, 0.7], [-0.6, 0.5, -0.4], [0.1, -0.7, -0.4], [0.1, -1.0, -0.4], [0.7, 2.2, -0.1], [1.2, -1.0, 0.0], [-0.8, -0.2, -1.2], [-0.9, -0.3, 1.2], [-0.2, -0.5, -0.5], [0.6, -0.4, -0.7], [-0.1, 0.4, 0.0], [-0.3, 0.6, 0.2], [0.2, 0.0, 0.0], [-0.4, 0.2, -0.1], [0.4, -0.2, 0.4], [-0.1, -0.7, -0.1], [0.2, 0.3, 0.1], [-0.6, 0.0, 0.2], [-0.2, 0.1, -0.1], [0.5, 0.5, -0.8], [-0.1, 0.1, 0.0], [0.0, -0.2, 0.1], [-0.3, 0.1, 0.3], [0.2, 0.5, 0.0], [0.1, -0.1, 0.0], [0.3, 0.0, 0.6], [-0.3, 0.1, -0.2], [0.1, -0.1, 0.2], [-0.1, -0.2, -0.3], [0.4, -0.2, -0.1], [-0.3, -0.7, 0.1], [0.0, 0.1, 0.0], [0.8, 0.5, -0.3], [-0.2, -0.4, 0.8], [-0.3, 0.3, 2.2], [0.2, 1.2, 1.3], [-0.3, 1.0, -0.4], [-0.6, 0.3, 0.2], [0.0, -0.1, 0.1], [0.3, 0.2, 0.2], [0.0, -0.4, -0.4], [-0.3, 0.0, -0.2], [0.1, -0.1, 0.0], [-0.4, -0.4, -0.4], [-0.2, 0.3, 0.0], [0.1, 0.3, -0.1], [0.2, -0.2, 0.3], [0.1, -0.2, 0.2], [0.0, -0.4, -0.1], [0.6, -0.5, 0.1], [0.1, 0.0, -0.1], [0.1, 0.0, -0.1], [0.0, 0.1, -0.2], [-0.1, 0.1, 0.1], [-0.2, -0.2, 0.1], [-0.4, -0.3, -2.0], [-0.1, 0.1, -0.4], [0.0, 0.1, 0.2], [0.0, -0.3, 0.0], [-0.2, 0.1, 0.2], [0.0, -0.4, 0.0], [0.3, -0.8, 0.5], [0.1, 0.1, 0.4], [0.3, 0.0, 0.0], [0.2, -0.2, -0.2], [0.0, 0.0, -0.2], [-0.3, -0.1, 0.0], [-0.2, 0.2, -0.2], [0.1, 0.3, 0.0], [0.1, 0.1, 0.3], [0.1, -0.1, 0.2], [0.0, -0.2, -0.1], [0.2, -0.3, 0.0], [0.3, 0.1, -0.2], [-0.1, 0.4, -0.3], [-0.3, 0.3, 0.1], [-0.3, -0.1, 0.4]],
  "mulliken_charge": [-1.355, 0.234, -1.081, 1.071, -0.258, -0.266, -0.265, 1.642, -1.250, -1.000, 0.964, -2.255, 1.180, -0.797, -0.672, 1.196, 0.298, -1.396, -1.468, 1.087, -0.279, -0.286, -0.270, -1.055, -0.514, -0.961, -0.757, 0.562, 0.334, 0.331, 0.364, 0.271, 0.233, 0.533, 0.922, 0.544, 0.497, 0.409, 0.362, 0.444, 0.546, 0.453, 0.590, 0.658, 0.517, 0.617, -1.173, -0.267, -0.074, -0.115, 0.523, 2.802, 0.067, -0.369, -0.784, -0.552, -0.765, -0.253, 0.164, -0.683, -0.739, -0.759, -0.746, -0.316, 0.113, -0.440, -0.761, -0.519, -0.766, -0.192, -0.667, 0.466, 0.261, 0.220, 0.331, 0.309, -0.386, 0.455, 0.433, 0.395, 0.451, 0.410, 0.365, 0.422, 0.418, 0.397, 0.683, 0.362, 0.407, 0.390, 0.415, 0.390],
  "charge": 1,
  "lumo_ev": -3.746
}

- Which formula does entry 2 have?
  C41H40F6N2O2P